Version a
ORCA calculation (ωB97M-V/def2-TZVPD) on a 13-piece molecular cluster, C39H104O39S13 overall.

Summary:
Frontier orbital gap, eV: 10.5
LUMO level, eV: -0.45

Geometry as XYZ:
```
195
Properties=species:S:1:pos:R:3:lowdin_charge:R:1
O 7.51 -2.15 2.84 -0.27
S 6.87 -1.64 4.02 0.63
O 6.96 -0.24 4.37 -0.29
O 5.30 -2.11 3.92 -0.27
C 4.55 -1.46 2.89 -0.27
C 3.10 -1.84 3.07 -0.05
C 7.35 -2.63 5.46 -0.10
H 4.90 -1.82 1.91 0.12
H 4.70 -0.38 2.96 0.10
H 2.83 -1.74 4.12 0.06
H 2.88 -2.89 2.86 0.08
H 2.50 -1.11 2.53 0.07
H 8.33 -2.31 5.78 0.07
H 7.41 -3.64 5.05 0.07
H 6.54 -2.58 6.19 0.06
O -2.79 -3.12 -0.77 -0.27
S -2.90 -2.13 -1.80 0.62
O -1.75 -1.84 -2.60 -0.29
O -4.05 -2.56 -2.88 -0.26
C -4.06 -1.82 -4.11 -0.27
C -4.97 -2.65 -5.02 -0.05
C -3.64 -0.60 -1.12 -0.06
H -3.09 -1.80 -4.59 0.08
H -4.39 -0.79 -3.97 0.11
H -5.38 -2.15 -5.90 0.05
H -5.80 -2.96 -4.38 0.08
H -4.50 -3.56 -5.37 0.09
H -3.01 -0.33 -0.28 0.04
H -4.66 -0.82 -0.79 0.07
H -3.76 0.11 -1.94 0.06
O -0.30 5.43 -4.35 -0.27
S -0.10 5.41 -2.91 0.63
O 1.15 4.90 -2.38 -0.27
O -0.36 6.86 -2.18 -0.32
C -0.99 7.93 -2.94 -0.24
C 0.00 8.69 -3.79 -0.07
C -1.51 4.69 -2.08 -0.10
H -1.39 8.50 -2.10 0.13
H -1.86 7.57 -3.48 0.12
H -0.48 9.55 -4.26 0.08
H 0.44 8.09 -4.60 0.08
H 0.92 9.08 -3.35 0.08
H -1.40 3.60 -2.15 0.04
H -2.43 5.02 -2.55 0.07
H -1.49 4.90 -1.01 0.06
O -2.96 3.50 -6.69 -0.28
S -3.49 3.05 -5.42 0.61
O -4.07 3.92 -4.44 -0.28
O -4.62 1.91 -5.65 -0.28
C -4.48 0.91 -6.67 -0.25
C -5.90 0.32 -6.73 -0.07
C -2.25 2.04 -4.62 -0.10
H -3.77 0.13 -6.38 0.08
H -4.22 1.37 -7.62 0.12
H -5.97 -0.43 -7.52 0.08
H -6.66 1.07 -6.94 0.08
H -6.26 -0.01 -5.76 0.07
H -1.42 2.75 -4.66 0.06
H -1.98 1.14 -5.17 0.06
H -2.49 1.95 -3.56 0.05
O -6.20 -1.99 2.38 -0.30
S -6.13 -3.30 2.94 0.61
O -7.06 -3.76 3.94 -0.27
O -6.31 -4.35 1.73 -0.25
C -5.58 -4.10 0.54 -0.31
C -5.89 -5.17 -0.48 -0.05
C -4.42 -3.65 3.39 -0.10
H -4.50 -4.11 0.71 0.07
H -5.84 -3.11 0.13 0.11
H -6.95 -5.37 -0.65 0.08
H -5.56 -6.13 -0.07 0.08
H -5.43 -4.92 -1.44 0.07
H -4.28 -4.71 3.16 0.05
H -4.34 -3.44 4.45 0.07
H -3.76 -3.01 2.82 0.05
O -2.46 -8.25 1.08 -0.26
S -2.05 -6.87 1.05 0.64
O -2.96 -5.84 1.51 -0.30
O -0.63 -6.71 1.84 -0.25
C 0.01 -5.44 1.91 -0.25
C -0.12 -4.97 3.38 -0.07
C -1.60 -6.46 -0.68 -0.10
H -0.45 -4.68 1.28 0.10
H 1.08 -5.57 1.71 0.12
H 0.60 -4.16 3.54 0.06
H 0.15 -5.80 4.03 0.08
H -1.14 -4.67 3.62 0.07
H -1.39 -5.40 -0.74 0.03
H -2.51 -6.70 -1.23 0.08
H -0.81 -7.15 -0.99 0.07
O -0.29 -3.12 -7.01 -0.27
S -0.98 -1.86 -6.99 0.60
O -2.41 -1.79 -6.85 -0.28
O -0.36 -0.97 -5.80 -0.26
C 0.97 -1.17 -5.33 -0.24
C 1.06 -0.42 -4.00 -0.07
C -0.50 -0.89 -8.41 -0.10
H 1.76 -0.85 -6.00 0.13
H 1.11 -2.22 -5.08 0.10
H 0.75 0.63 -4.05 0.08
H 2.07 -0.38 -3.60 0.09
H 0.51 -0.92 -3.20 0.03
H -0.79 -1.40 -9.33 0.08
H 0.58 -0.86 -8.43 0.07
H -1.06 0.04 -8.32 0.07
O 1.41 -0.13 -0.88 -0.28
S 0.26 0.73 -0.67 0.63
O -0.51 1.24 -1.77 -0.28
O -0.75 0.00 0.37 -0.28
C -0.19 -0.60 1.56 -0.25
C -1.22 -1.58 2.06 -0.04
C 0.79 2.18 0.31 -0.07
H 0.05 0.17 2.29 0.10
H 0.71 -1.14 1.26 0.09
H -1.39 -2.43 1.39 0.07
H -2.19 -1.08 2.10 0.08
H -1.01 -1.99 3.05 0.07
H 0.99 1.87 1.33 0.04
H -0.02 2.90 0.21 0.04
H 1.73 2.59 -0.08 0.06
O 2.59 -4.95 -3.67 -0.30
S 1.51 -5.53 -2.90 0.62
O 1.36 -6.93 -2.75 -0.26
O 1.60 -4.87 -1.41 -0.28
C 1.66 -3.44 -1.25 -0.26
C 2.61 -3.24 -0.08 -0.05
C 0.04 -4.64 -3.50 -0.09
H 0.68 -3.10 -0.89 0.11
H 1.89 -2.92 -2.18 0.11
H 2.86 -2.20 0.11 0.05
H 3.52 -3.80 -0.26 0.10
H 2.12 -3.73 0.76 0.05
H -0.73 -5.11 -2.89 0.05
H -0.20 -4.75 -4.55 0.08
H 0.21 -3.59 -3.27 0.03
O -1.24 -2.85 5.56 -0.29
S -0.15 -3.30 6.40 0.61
O 0.38 -4.62 6.36 -0.26
O 1.07 -2.23 6.14 -0.28
C 2.31 -2.54 6.79 -0.28
C 2.84 -1.24 7.40 -0.06
C -0.53 -2.88 8.12 -0.09
H 3.07 -2.78 6.05 0.10
H 2.30 -3.39 7.47 0.11
H 3.37 -1.38 8.34 0.08
H 2.05 -0.50 7.55 0.07
H 3.52 -0.68 6.74 0.07
H 0.29 -3.32 8.67 0.06
H -1.47 -3.37 8.35 0.08
H -0.61 -1.80 8.18 0.07
O 2.75 3.21 3.23 -0.27
S 1.62 3.53 4.05 0.62
O 1.30 4.93 4.25 -0.27
O 0.35 2.70 3.45 -0.29
C -0.96 3.22 3.75 -0.26
C -1.95 2.63 2.78 -0.04
C 1.70 2.69 5.64 -0.09
H -1.02 4.30 3.60 0.11
H -1.21 2.97 4.78 0.12
H -1.83 1.54 2.79 0.07
H -1.70 2.82 1.74 0.07
H -2.97 2.90 3.06 0.09
H 0.69 2.48 5.98 0.06
H 2.25 3.34 6.32 0.08
H 2.28 1.77 5.56 0.06
O 6.04 4.77 -0.83 -0.27
S 5.11 4.10 0.03 0.62
O 3.77 3.88 -0.44 -0.29
O 5.80 2.69 0.43 -0.24
C 4.98 1.72 1.08 -0.27
C 4.58 0.66 0.08 -0.05
C 5.11 4.98 1.63 -0.08
H 4.13 2.20 1.57 0.08
H 5.58 1.29 1.89 0.11
H 4.02 1.00 -0.79 0.08
H 4.02 -0.16 0.54 0.04
H 5.48 0.22 -0.36 0.09
H 6.08 5.47 1.67 0.07
H 4.90 4.31 2.47 0.05
H 4.35 5.75 1.70 0.04
O 2.46 9.45 0.39 -0.28
S 3.22 8.25 0.21 0.62
O 4.61 8.22 0.57 -0.27
O 2.47 7.09 1.11 -0.27
C 1.03 7.11 1.03 -0.25
C 0.47 5.70 1.12 -0.05
C 2.99 7.56 -1.41 -0.10
H 0.57 7.60 0.17 0.11
H 0.77 7.63 1.95 0.13
H -0.55 5.80 1.50 0.09
H 1.01 5.10 1.86 0.05
H 0.52 5.19 0.16 0.05
H 3.50 6.59 -1.35 0.06
H 3.57 8.18 -2.10 0.09
H 1.98 7.31 -1.71 0.04
```

=====

Version b
ORCA calculation (ωB97M-V/def2-TZVPD) on a 13-piece molecular cluster, C39H104O39S13 overall.

Summary:
Frontier orbital gap, eV: 10.1
LUMO level, eV: -0.54

Geometry as XYZ:
```
195
Properties=species:S:1:pos:R:3:lowdin_charge:R:1
O -3.15 -0.23 -2.19 -0.30
S -4.00 -0.18 -1.00 0.68
O -4.53 -1.43 -0.45 -0.30
O -3.31 0.66 0.26 -0.28
C -4.03 0.75 1.48 -0.26
C -3.11 1.50 2.48 -0.02
C -5.36 1.03 -1.32 -0.10
H -4.18 -0.28 1.80 0.09
H -5.03 1.16 1.37 0.09
H -3.44 1.32 3.50 0.08
H -3.23 2.57 2.32 0.04
H -2.04 1.27 2.51 0.08
H -4.94 2.00 -1.59 0.07
H -6.06 1.02 -0.49 0.06
H -5.95 0.77 -2.20 0.07
O 1.19 5.54 -2.80 -0.29
S 0.03 5.78 -1.93 0.71
O -0.40 4.77 -0.95 -0.32
O 0.14 7.29 -1.21 -0.26
C -0.89 7.69 -0.38 -0.35
C -0.33 8.86 0.42 -0.06
C -1.40 6.19 -3.03 -0.08
H -1.20 6.87 0.27 0.10
H -1.77 8.08 -0.88 0.12
H 0.62 8.61 0.88 0.08
H -1.09 9.11 1.16 0.08
H -0.24 9.75 -0.19 0.08
H -2.25 6.28 -2.36 0.05
H -1.44 5.28 -3.64 0.07
H -1.16 7.15 -3.49 0.08
O 7.76 -0.35 0.06 -0.31
S 7.16 -0.35 -1.26 0.64
O 7.88 0.36 -2.30 -0.28
O 6.81 -1.90 -1.68 -0.25
C 6.43 -2.78 -0.65 -0.28
C 5.79 -3.99 -1.36 -0.06
C 5.54 0.37 -1.15 -0.12
H 5.62 -2.37 -0.05 0.11
H 7.29 -3.06 -0.04 0.12
H 4.90 -3.73 -1.92 0.07
H 5.67 -4.89 -0.75 0.07
H 6.55 -4.28 -2.08 0.08
H 5.21 -0.16 -0.26 0.05
H 4.97 0.10 -2.03 0.05
H 5.59 1.44 -0.93 0.06
O -6.59 2.26 3.10 -0.30
S -5.97 3.21 4.03 0.64
O -5.40 2.67 5.29 -0.29
O -4.81 4.09 3.31 -0.30
C -5.11 4.50 1.92 -0.22
C -3.90 5.32 1.47 -0.05
C -7.14 4.45 4.50 -0.12
H -6.01 5.12 1.92 0.11
H -5.27 3.58 1.36 0.10
H -3.09 4.64 1.20 0.07
H -3.56 5.94 2.31 0.08
H -4.01 5.93 0.58 0.08
H -7.54 4.98 3.64 0.07
H -6.59 5.08 5.20 0.08
H -7.98 3.99 5.02 0.08
O 4.55 4.30 2.42 -0.30
S 4.59 3.06 3.15 0.69
O 4.63 3.00 4.62 -0.30
O 3.28 2.10 2.59 -0.31
C 2.89 0.98 3.39 -0.26
C 1.65 1.42 4.23 -0.03
C 6.09 2.17 2.51 -0.08
H 3.82 0.64 3.84 0.11
H 2.49 0.22 2.71 0.10
H 1.50 0.55 4.87 0.08
H 0.76 1.60 3.62 0.07
H 1.87 2.32 4.80 0.07
H 7.02 2.60 2.90 0.07
H 6.11 2.37 1.44 0.05
H 6.01 1.10 2.74 0.06
O 1.95 -6.11 -5.06 -0.34
S 1.09 -7.19 -4.47 0.73
O 0.82 -8.49 -5.11 -0.31
O 1.78 -7.54 -3.02 -0.27
C 2.48 -6.51 -2.38 -0.29
C 2.90 -7.15 -1.04 -0.05
C -0.51 -6.48 -3.87 -0.11
H 1.72 -5.77 -2.12 0.10
H 3.27 -6.16 -3.03 0.12
H 2.10 -7.62 -0.47 0.08
H 3.42 -6.38 -0.47 0.07
H 3.64 -7.93 -1.21 0.08
H -1.18 -6.18 -4.68 0.07
H -0.26 -5.64 -3.23 0.04
H -1.06 -7.26 -3.33 0.06
O 1.23 -6.88 2.79 -0.29
S 0.22 -5.87 2.53 0.69
O -1.19 -6.23 2.73 -0.29
O 0.60 -4.44 3.30 -0.28
C 2.00 -4.11 3.27 -0.26
C 2.15 -2.73 3.96 -0.06
C 0.37 -5.31 0.76 -0.11
H 2.36 -4.22 2.25 0.10
H 2.58 -4.76 3.92 0.12
H 1.52 -1.93 3.58 0.05
H 3.17 -2.39 3.79 0.07
H 2.05 -2.67 5.04 0.08
H -0.07 -6.16 0.24 0.05
H 1.39 -5.17 0.41 0.04
H -0.32 -4.53 0.45 0.03
O -4.69 -2.68 3.26 -0.30
S -3.34 -2.62 3.72 0.67
O -2.90 -1.46 4.54 -0.29
O -3.07 -4.01 4.57 -0.27
C -3.77 -5.16 4.32 -0.32
C -4.88 -5.18 5.36 -0.06
C -2.21 -2.97 2.30 -0.08
H -3.18 -6.08 4.33 0.11
H -4.13 -5.11 3.29 0.11
H -5.52 -6.04 5.21 0.07
H -5.46 -4.28 5.16 0.07
H -4.64 -5.29 6.42 0.08
H -1.16 -2.92 2.59 0.04
H -2.32 -2.04 1.75 0.05
H -2.55 -3.84 1.74 0.07
O -0.56 1.40 -5.20 -0.30
S 0.16 0.41 -5.98 0.70
O 1.08 0.73 -7.08 -0.31
O 0.87 -0.56 -4.81 -0.30
C 1.95 -1.36 -5.20 -0.31
C 2.84 -1.40 -4.01 -0.06
C -1.06 -0.93 -6.59 -0.07
H 2.49 -0.90 -6.03 0.11
H 1.66 -2.32 -5.62 0.13
H 2.61 -2.36 -3.55 0.08
H 2.81 -0.50 -3.41 0.08
H 3.86 -1.54 -4.37 0.09
H -2.06 -0.50 -6.65 0.06
H -1.06 -1.59 -5.72 0.05
H -0.72 -1.40 -7.51 0.07
O -0.94 3.20 6.34 -0.29
S -0.59 4.59 5.94 0.68
O 0.19 5.54 6.70 -0.28
O -0.06 4.49 4.40 -0.27
C 0.52 5.59 3.79 -0.31
C 0.62 5.29 2.31 -0.05
C -2.13 5.38 5.48 -0.12
H 1.51 5.83 4.17 0.13
H -0.05 6.52 3.85 0.11
H 1.03 6.12 1.72 0.08
H -0.33 4.84 2.02 0.07
H 1.33 4.48 2.11 0.07
H -2.57 4.74 4.71 0.06
H -2.10 6.45 5.28 0.07
H -2.73 5.45 6.39 0.07
O 2.18 -2.98 -0.70 -0.29
S 1.28 -1.95 -0.31 0.66
O 0.66 -1.84 1.02 -0.31
O 2.08 -0.51 -0.60 -0.29
C 1.52 0.81 -0.27 -0.22
C 1.18 1.61 -1.51 -0.04
C -0.10 -1.78 -1.65 -0.03
H 2.24 1.32 0.37 0.10
H 0.63 0.68 0.34 0.11
H 2.05 1.84 -2.14 0.06
H 0.61 2.50 -1.22 0.07
H 0.57 1.01 -2.18 0.07
H -0.83 -2.57 -1.45 0.05
H 0.30 -1.77 -2.66 0.05
H -0.56 -0.82 -1.43 0.04
O -3.36 -6.77 -2.55 -0.30
S -3.17 -5.47 -1.90 0.72
O -1.86 -5.20 -1.24 -0.33
O -3.50 -4.20 -2.88 -0.26
C -4.70 -4.17 -3.52 -0.32
C -4.41 -3.50 -4.90 -0.04
C -4.58 -5.29 -0.63 -0.06
H -5.41 -3.48 -3.07 0.12
H -5.21 -5.13 -3.45 0.12
H -5.34 -3.60 -5.46 0.08
H -3.60 -3.97 -5.45 0.07
H -4.15 -2.45 -4.88 0.07
H -4.43 -6.05 0.13 0.07
H -5.50 -5.41 -1.22 0.06
H -4.60 -4.26 -0.27 0.06
O 5.79 3.50 -4.83 -0.29
S 4.91 2.42 -4.32 0.71
O 5.37 1.01 -4.35 -0.31
O 4.42 2.71 -2.78 -0.30
C 4.15 4.04 -2.45 -0.31
C 3.78 4.09 -1.02 -0.05
C 3.27 2.49 -5.14 -0.09
H 3.37 4.45 -3.09 0.09
H 5.07 4.60 -2.64 0.12
H 4.00 5.08 -0.62 0.09
H 4.28 3.28 -0.49 0.07
H 2.70 4.09 -0.92 0.06
H 3.55 2.30 -6.18 0.08
H 2.88 3.50 -5.05 0.07
H 2.58 1.78 -4.69 0.05
```

=====

Energies relative to the most stable structure are version a 0.000; version b 5.244, reported in eV.

=====

Version a
ORCA calculation (ωB97M-V/def2-TZVPD) on a 2-piece molecular cluster, CHF3O2S overall.

Summary:
Frontier orbital gap, eV: 10.7
LUMO level, eV: -1.28

Geometry as XYZ:
```
8
Properties=species:S:1:pos:R:3:lowdin_charge:R:1
C 1.78 0.02 0.12 -0.54
O -2.92 -1.19 -0.43 -0.45
O -2.83 1.14 0.46 -0.44
F 1.66 0.30 1.37 0.17
F 2.02 -1.32 -0.08 0.08
F 0.65 0.27 -0.47 0.15
S -2.94 0.26 -0.68 0.89
H 2.57 0.52 -0.28 0.14
```

=====

Version b
ORCA calculation (ωB97M-V/def2-TZVPD) on a 2-piece molecular cluster, CHF3O2S overall.

Summary:
Frontier orbital gap (spin up / spin down), eV: 7.8 / 7.8
SMILES: OC(F)(F)F.O=S
LUMO level (spin up / spin down), eV: -2.15 / -2.16

Geometry as XYZ:
```
8
Properties=species:S:1:pos:R:3:lowdin_charge:R:1
O -0.22 -0.24 -1.06 0.13
C -1.30 0.55 -1.03 -0.74
F -1.57 1.30 -2.09 0.17
F -1.30 1.36 0.03 0.17
F -2.40 -0.26 -0.87 0.10
H -0.43 -1.19 -0.96 0.09
O 0.55 -2.81 0.06 -0.69
S 1.10 -2.43 1.39 0.77
```

=====

Version c
ORCA calculation (ωB97M-V/def2-TZVPD) on the molecule CHF3O2S.

Summary:
Frontier orbital gap, eV: 12.3
SMILES: O=[SH](=O)C(F)(F)F
LUMO level, eV: 0.45

Geometry as XYZ:
```
8
Properties=species:S:1:pos:R:3:lowdin_charge:R:1
O 1.23 0.88 -1.40 -0.28
S 0.78 0.61 -0.09 0.77
O 1.63 0.19 0.96 -0.31
C -0.64 -0.69 0.01 -0.61
F -1.79 0.11 -0.50 -0.02
F -0.87 -0.88 1.25 0.19
F -0.45 -1.79 -0.65 0.20
H 0.12 1.57 0.42 0.06
```

=====

Energies relative to the most stable structure are version a 0.000; version b 0.902; version c 1.573, reported in eV.